C4H5FO | ωB97M-V with the def2-TZVPD basis set

Positions of all 11 atoms, in Å:
C (-0.68, -0.61, 0.36)
C (-0.58, 0.56, -0.47)
C (0.91, 0.59, 0.05)
C (0.84, -0.95, 0.10)
H (-1.00, -0.26, 1.47)
H (-1.10, 1.54, -0.22)
H (-0.82, 0.41, -1.58)
H (1.76, 1.24, -0.59)
H (0.80, 0.84, 1.30)
O (1.49, -1.85, -0.27)
F (-1.61, -1.51, -0.15)

energy: -330.4159 a.u.
M: 88.08 g mol⁻¹
orbital gap: 0.3777 Eh

Atomic partial charges in e from the natural (NBO) method, atoms 1 to 2: 0.08 -0.46